i:
{
  "formula": "C2HN2O3",
  "method": "ωB97M-V/def2-TZVPD",
  "elements": ["C", "C", "N", "N", "O", "O", "O", "H"],
  "positions_angstrom": [[-1.444, -0.892, 0.113], [1.799, 0.049, -0.295], [-2.112, 0.020, 0.475], [-0.065, 1.626, -0.093], [-0.841, -1.840, -0.257], [2.756, -0.690, -0.083], [0.848, 0.671, -0.047], [-0.940, 1.058, 0.186]],
  "lowdin_charge": [-0.694, -0.239, -0.001, -0.006, -0.029, 0.085, -0.055, -0.061],
  "total_charge": -1,
  "homo_energy_ev": [-3.859, -3.859],
  "homo_lumo_gap_ev": [7.17, 7.17],
  "lumo_ev": [3.311, 3.311]
}

***

ii:
{
  "formula": "C2HN2O3",
  "method": "ωB97M-V/def2-TZVPD",
  "elements": ["C", "C", "N", "N", "O", "O", "O", "H"],
  "positions_angstrom": [[-2.441, -0.244, -0.070], [1.733, 0.629, -0.073], [0.823, -0.373, -0.295], [-1.270, -0.218, 0.028], [-3.625, -0.318, 0.004], [2.597, -0.290, -0.305], [1.824, 1.793, 0.210], [0.359, -0.979, 0.501]],
  "lowdin_charge": [-0.614, -0.791, 0.177, 0.044, -0.038, 0.038, 0.065, 0.119],
  "total_charge": -1,
  "homo_energy_ev": -4.849,
  "homo_lumo_gap_ev": 8.62,
  "lumo_ev": 3.776
}

***

The structure with the least stability is i.

***

i:
{
  "formula": "C3H2BrO3S",
  "method": "ωB97M-V/def2-TZVPD",
  "elements": ["C", "C", "C", "O", "O", "O", "S", "Br", "H", "H"],
  "positions_angstrom": [[0.414, 1.472, 2.833], [-0.088, 0.705, 2.013], [-0.450, -0.765, -0.084], [-0.560, -1.358, -2.402], [-0.577, 1.061, -1.920], [1.512, -0.202, -1.946], [0.115, -0.198, -1.744], [0.522, -2.283, 0.127], [0.730, 2.336, 3.296], [-1.618, -0.768, -0.173]],
  "lowdin_charge": [-0.160, -0.100, -0.650, -0.416, -0.365, -0.346, 0.248, 0.765, -0.067, 0.090],
  "total_charge": -1,
  "homo_energy_ev": [-6.008, -6.010],
  "homo_lumo_gap_ev": [7.89, 7.89],
  "lumo_ev": [1.880, 1.881]
}

***

ii:
{
  "formula": "C3H2BrO3S",
  "method": "ωB97M-V/def2-TZVPD",
  "elements": ["C", "C", "C", "O", "O", "O", "S", "Br", "H", "H"],
  "positions_angstrom": [[1.016, -0.521, 0.156], [-0.229, -0.503, -0.125], [-1.528, -0.371, -0.452], [3.736, -1.431, 1.396], [3.768, -2.240, -0.929], [4.184, 0.152, -0.448], [3.631, -1.119, -0.019], [-2.937, -1.582, 0.039], [1.465, -0.117, 1.039], [-1.886, 0.430, -1.080]],
  "lowdin_charge": [-0.028, -0.296, -0.666, -0.359, -0.352, -0.351, 0.542, 0.503, -0.003, 0.010],
  "total_charge": -1,
  "homo_energy_ev": [-4.032, -4.036],
  "homo_lumo_gap_ev": [6.87, 6.88],
  "lumo_ev": [2.837, 2.840]
}

***

The structure with the least stability is i.

***

i:
{
  "formula": "C7H17N3O2",
  "method": "ωB97M-V/def2-TZVPD",
  "elements": ["C", "C", "C", "C", "C", "C", "C", "H", "H", "H", "H", "H", "H", "H", "H", "H", "H", "H", "H", "H", "H", "H", "H", "H", "N", "N", "N", "O", "O"],
  "positions_angstrom": [[2.278, 0.675, -1.204], [2.883, 0.709, 1.045], [2.979, -0.717, 0.634], [2.544, -0.747, -0.829], [-1.961, -1.198, -0.542], [-1.640, 0.162, 0.019], [-2.446, 1.342, -0.510], [1.346, 0.797, -1.775], [3.089, 1.046, -1.836], [3.891, 1.128, 1.146], [2.351, 0.868, 1.993], [3.793, -1.295, 1.113], [1.881, -2.304, 0.259], [2.990, -1.334, -1.640], [-3.256, -2.728, -0.226], [-3.857, -1.285, 0.161], [-2.178, -1.056, -1.623], [-1.045, -1.798, -0.454], [-0.638, 0.445, -0.334], [-0.693, 0.558, 1.819], [-2.297, 0.697, 1.931], [-2.399, 1.346, -1.609], [-3.527, 1.306, -0.228], [-1.548, 2.433, 0.839], [1.681, -1.303, 0.219], [-3.011, -1.841, 0.204], [-1.555, 0.144, 1.485], [2.177, 1.409, 0.017], [-1.832, 2.540, -0.076]],
  "lowdin_charge": [-0.174, -0.176, -0.225, -0.233, -0.279, -0.412, -0.245, 0.123, 0.120, 0.121, 0.126, 0.149, 0.103, 0.143, 0.067, 0.063, 0.114, 0.101, 0.118, 0.062, 0.080, 0.122, 0.124, 0.068, 0.086, -0.001, 0.052, -0.126, -0.069],
  "total_charge": 0,
  "homo_energy_ev": -8.885,
  "homo_lumo_gap_ev": 9.73,
  "lumo_ev": 0.840
}

***

ii:
{
  "formula": "C7H17N3O2",
  "method": "ωB97M-V/def2-TZVPD",
  "elements": ["C", "C", "C", "C", "C", "C", "C", "H", "H", "H", "H", "H", "H", "H", "H", "H", "H", "H", "H", "H", "H", "H", "H", "H", "N", "N", "N", "O", "O"],
  "positions_angstrom": [[3.886, -1.382, 0.050], [3.718, 0.092, 0.085], [2.225, 0.361, 0.061], [1.979, 1.869, 0.094], [-0.990, 0.123, -0.055], [-3.225, -0.069, 0.018], [-6.623, -0.655, 0.076], [5.381, -2.599, -0.154], [3.406, -1.808, -0.845], [3.441, -1.821, 0.951], [4.141, 0.506, 0.994], [4.221, 0.589, -0.761], [1.729, -0.018, 0.969], [1.752, -0.130, -0.803], [2.506, 2.381, -0.713], [2.319, 2.369, 1.005], [0.437, 2.581, -0.907], [-0.270, -0.186, 0.730], [-1.267, 1.144, 0.205], [-0.480, 0.117, -1.026], [-3.349, 1.018, 0.126], [-4.467, -1.685, -0.264], [-6.627, -1.744, -0.061], [-7.575, -0.149, 0.252], [-2.139, -0.731, -0.078], [-4.419, -0.693, -0.036], [-5.547, 0.020, 0.116], [5.284, -1.645, -0.004], [0.554, 2.146, -0.027]],
  "lowdin_charge": [-0.296, -0.212, -0.215, -0.229, -0.185, -0.248, -0.064, 0.088, 0.126, 0.125, 0.123, 0.131, 0.112, 0.116, 0.114, 0.120, 0.111, 0.073, 0.056, 0.076, 0.134, 0.145, 0.068, 0.061, -0.014, -0.055, -0.042, -0.075, -0.143],
  "total_charge": 0,
  "homo_energy_ev": -8.302,
  "homo_lumo_gap_ev": 9.14,
  "lumo_ev": 0.834
}

***

The structure with the least stability is ii.